Below is a molecular structure, C4H5O3Sn, with properties calculated with ωB97M-V/def2-TZVPD.

Computed properties:
Frontier orbital gap (alpha / beta)   6.98 / 7.23 eV
Total energy   -16189.6780 eV

Geometry as ORCA input:
```
! wB97M-V def2-TZVPD RIJCOSX def2/J DEFGRID3
* xyz 1 1
H 2.847 0.986 1.511
C -0.409 0.010 0.013
C 2.905 0.886 0.420
O 1.217 -0.832 0.312
Sn 0.782 1.810 -0.826
C -2.569 -0.951 -0.040
O -1.355 -0.626 0.653
H -2.357 -1.561 -0.926
C 2.144 -0.052 -0.167
H -3.076 -0.027 -0.342
H 3.701 1.310 -0.199
H -3.175 -1.511 0.676
O -0.655 0.558 -1.086
*
```

=====

Below is C4H5O4 in the gas phase, with properties calculated with ωB97M-V/def2-TZVPD.

Computed properties:
Frontier orbital gap (alpha / beta)   11.47 / 7.43 eV
Total energy   -12417.4588 eV

Geometry as ORCA input:
```
! wB97M-V def2-TZVPD RIJCOSX def2/J DEFGRID3
* xyz 0 2
H -0.001 -1.758 -0.681
H 0.265 -0.222 -1.582
C -0.083 0.122 0.518
O -2.237 0.480 -1.551
O 2.264 -0.340 0.469
O -2.461 -1.590 -0.851
H 2.438 1.952 1.537
C -1.769 -0.553 -1.104
C -0.255 -0.706 -0.758
H -0.473 -0.420 1.374
C 1.390 0.407 0.785
H -0.622 1.061 0.404
O 1.545 1.567 1.440
*
```

=====

Below is C4H5OP in the gas phase, with properties calculated with ωB97M-V/def2-TZVPD.

Computed properties:
Frontier orbital gap (alpha / beta)   8.29 / 8.23 eV
Total energy   -15559.3628 eV

Geometry as ORCA input:
```
! wB97M-V def2-TZVPD RIJCOSX def2/J DEFGRID3
* xyz 0 1
O 3.063 -0.650 -0.539
H -1.217 -0.057 -0.302
C 0.592 0.881 -0.442
H 0.065 -2.323 0.297
H 0.449 1.882 -0.206
C 0.519 -1.370 0.099
H -0.521 0.070 1.454
C -0.257 -0.093 0.370
C 2.179 -1.072 0.342
H 0.758 0.791 -1.502
P 2.397 0.685 0.287
*
```